Record 1
Computed, not measured: an isolated molecule of CH2Cl4Si, with wB97M-V/def2-TZVPD.

```
8
Properties=species:S:1:pos:R:3:forces:R:3
Cl 1.328287 1.877315 0.000003 -0.128 -0.038 0.000
Cl -1.696152 0.544309 -1.652474 -0.228 0.148 -0.328
Si -0.874053 -0.245996 0.000001 1.584 0.209 0.000
C 1.014430 0.112118 0.000003 -0.599 0.087 0.000
Cl -1.094885 -2.254432 0.000065 -0.092 -0.320 0.000
Cl -1.696194 0.544418 1.652402 -0.228 0.148 0.327
H 1.509284 -0.288867 0.882276 -0.155 -0.117 0.034
H 1.509281 -0.288862 -0.882274 -0.155 -0.117 -0.034
```
Forces are in eV/Å.

The calculation puts the HOMO energy at -10.73 eV. The total charge is 0. The calculation puts the HOMO-LUMO gap at 11.200 eV. The LUMO energy is 0.017 Eh. As for the spin multiplicity: 1. Its relative energy (zero: lowest compared OMol25 entry of this formula, charge and spin) is 0.000 eV. As for the SMILES: ClC[Si](Cl)(Cl)Cl.

***

Record 2
Computed, not measured: a structure of composition CH2ClFOS, with wB97M-V/def2-TZVPD.

```
7
Properties=species:S:1:pos:R:3:forces:R:3
H -1.323736 0.480418 -0.288456 -1.671 2.348 -2.214
S 1.143018 0.833415 0.277754 3.651 0.734 1.250
C -0.921809 -0.271993 0.233658 -0.991 -4.734 3.906
O 0.936902 1.793493 -0.788555 -0.668 0.433 -0.853
Cl 1.999932 -0.874630 -0.492874 -0.012 0.253 0.099
H -1.042227 -0.461600 1.331969 0.155 1.179 -0.962
F -0.792081 -1.499104 -0.273499 -0.464 -0.212 -1.226
```
Forces are in eV/Å.

The calculation puts the HOMO energy (spin up / spin down) at -6.85 / -11.49 eV. Its expectation value of S² is 2.008. The total charge is 0. The calculation puts the HOMO-LUMO gap (spin up / spin down) at 6.842 / 9.127 eV. The LUMO energy (spin up / spin down) is 0.000 / -0.087 Eh. As for the spin multiplicity: 3. Its relative energy (zero: lowest compared OMol25 entry of this formula, charge and spin) is 0.485 eV.

***

Record 3
Computed, not measured: an isolated molecule of CH2ClFP2, with wB97M-V/def2-TZVPD.

```
7
Properties=species:S:1:pos:R:3:forces:R:3
H 1.845384 -0.539811 -1.262517 -0.367 -0.476 -0.197
Cl 3.740962 -0.227205 -0.020298 1.740 -0.065 0.391
H -1.663667 1.369492 0.028720 0.619 -1.058 0.398
F -1.287608 -0.756445 1.143567 -0.595 -0.048 0.621
C 2.123908 -0.131773 -0.310522 -3.410 2.084 1.217
P 1.020085 0.810477 0.713639 1.663 -1.345 -1.280
P -0.905364 0.099979 -0.143499 0.351 0.907 -1.151
```
Forces are in eV/Å.

The calculation puts the HOMO energy (spin up / spin down) at -9.14 / -9.14 eV. The total charge is 0. The calculation puts the HOMO-LUMO gap (spin up / spin down) at 8.360 / 8.359 eV. The LUMO energy (spin up / spin down) is -0.028 / -0.029 Eh. As for the spin multiplicity: 1. Its relative energy (zero: lowest compared OMol25 entry of this formula, charge and spin) is 0.813 eV. As for the SMILES: F[PH]#P=CCl.

***

Record 4
Computed, not measured: an isolated molecule of CH2ClFP2, with wB97M-V/def2-TZVPD.

```
7
Properties=species:S:1:pos:R:3:forces:R:3
P 0.399280 1.190196 0.197990 -0.670 1.220 0.927
F -0.112996 -0.668070 -1.222692 0.651 -1.543 -0.737
P 1.476862 -0.586833 -0.654117 -2.350 -1.036 2.200
H 1.752168 0.062690 -1.772924 1.231 1.585 -1.752
H -0.432814 -0.636597 1.486130 0.140 0.196 0.497
Cl -2.339131 0.275659 0.786413 -2.546 0.888 0.280
C -0.743369 0.362955 1.179200 3.545 -1.310 -1.414
```
Forces are in eV/Å.

The calculation puts the HOMO energy (spin up / spin down) at -8.60 / -8.60 eV. The total charge is 0. The calculation puts the HOMO-LUMO gap (spin up / spin down) at 7.547 / 7.547 eV. The LUMO energy (spin up / spin down) is -0.039 / -0.039 Eh. As for the spin multiplicity: 1. Its relative energy (zero: lowest compared OMol25 entry of this formula, charge and spin) is 2.518 eV. As for the SMILES: F[PH]#P=CCl.

***

Record 5
Computed, not measured: a structure of composition CH2ClFP2, with wB97M-V/def2-TZVPD.

```
7
Properties=species:S:1:pos:R:3:forces:R:3
H 1.752767 0.943378 -1.602860 -0.645 0.306 0.623
F 3.325227 0.011274 -0.540404 -1.109 -0.609 0.562
C -1.529222 -0.526602 0.782156 -1.637 0.504 0.543
P 1.764374 0.499973 -0.235623 1.919 1.155 -0.656
H -1.783481 -1.373346 1.426924 0.657 0.270 -0.464
Cl -3.034296 0.499504 0.614896 0.829 -0.241 0.295
P -0.495369 -0.054181 -0.445088 -0.013 -1.385 -0.902
```
Forces are in eV/Å.

The calculation puts the HOMO energy (spin up / spin down) at -7.13 / -9.03 eV. Its expectation value of S² is 2.033. The total charge is 0. The calculation puts the HOMO-LUMO gap (spin up / spin down) at 5.780 / 5.857 eV. The LUMO energy (spin up / spin down) is -0.050 / -0.116 Eh. As for the spin multiplicity: 3. Its relative energy (zero: lowest compared OMol25 entry of this formula, charge and spin) is 1.309 eV.

***

Record 6
Computed, not measured: a structure of composition CH2ClLu, with wB97M-V/def2-TZVPD.

```
5
Properties=species:S:1:pos:R:3:forces:R:3
Cl 0.491739 -0.856707 0.918147 -0.386 1.341 0.183
Lu 0.130252 1.404195 2.171743 0.144 -1.999 -1.777
H -1.188252 -0.280772 -0.908082 2.005 -0.954 0.282
H 0.612375 0.286978 -1.332895 -0.813 -1.813 0.859
C -0.046115 -0.553695 -0.848914 -0.951 3.425 0.453
```
Forces are in eV/Å.

The calculation puts the HOMO energy at -16.67 eV. The total charge is +2. The calculation puts the HOMO-LUMO gap at 4.047 eV. The LUMO energy is -0.464 Eh. As for the spin multiplicity: 1.

***

Record 7
Computed, not measured: a cluster of 2 separate species, CH2ClN in total, with wB97M-V/def2-TZVPD.

```
5
Properties=species:S:1:pos:R:3:forces:R:3
Cl -2.102822 2.329468 0.776058 -0.970 0.859 -1.016
H -2.893117 3.029179 -0.046983 0.970 -0.857 1.015
N 1.696162 -1.879797 -0.155337 -1.998 0.771 -0.111
H 2.612751 -2.134101 -0.208605 2.440 -0.846 0.040
C 0.687026 -1.344750 -0.365132 -0.442 0.074 0.071
```
Forces are in eV/Å.

The calculation puts the HOMO energy at -11.54 eV. The total charge is 0. The calculation puts the HOMO-LUMO gap at 12.574 eV. The LUMO energy is 0.038 Eh. As for the spin multiplicity: 1. Its relative energy (zero: lowest compared OMol25 entry of this formula, charge and spin) is 0.729 eV.

***

Record 8
Computed, not measured: a cluster of 2 separate species, CH2ClN2O2 in total, with wB97M-V/def2-TZVPD.

```
8
Properties=species:S:1:pos:R:3:forces:R:3
H -1.650315 -1.528994 0.763135 0.745 0.286 -0.157
H 0.800682 -1.021007 0.741217 1.118 -1.534 -0.805
O -0.081303 1.533436 -2.041871 0.035 -0.477 0.510
O 0.615007 -0.482976 -1.614819 0.105 -0.468 -0.137
C 0.252227 -0.157038 0.845774 -2.679 1.254 0.370
Cl -0.093135 0.189923 2.494310 0.283 0.279 0.966
N -0.023180 0.858932 0.054701 0.192 -0.124 0.018
N 0.180017 0.607725 -1.242447 0.201 0.785 -0.765
```
Forces are in eV/Å.

The calculation puts the HOMO energy (spin up / spin down) at -2.50 / -4.44 eV. The total charge is -1. The calculation puts the HOMO-LUMO gap (spin up / spin down) at 5.883 / 8.083 eV. The LUMO energy (spin up / spin down) is 0.124 / 0.134 Eh. As for the spin multiplicity: 1. Its relative energy (zero: lowest compared OMol25 entry of this formula, charge and spin) is 4.009 eV.